(1)
The following is a DFT calculation (wB97M-V/def2-TZVPD) of an isolated molecule of C3H4N2O in a non-equilibrium geometry.

Each line ends with the natural charge from an NBO analysis.
Atoms and positions in Å:
1 O 2.2098 0.1594 -0.4770  -0.66
2 C 0.8909 0.0312 -0.2420  0.42
3 N 0.3464 -1.1611 -0.0742  -0.35
4 N -0.9671 -0.9036 -0.0504  -0.33
5 C -1.2516 0.4064 -0.1809  -0.04
6 C -0.0494 1.0818 -0.2596  -0.39
7 H 2.5435 -0.7424 -0.5895  0.49
8 H -1.6233 -1.6210 0.1995  0.41
9 H -2.2229 0.5476 -0.6100  0.22
10 H 0.1522 2.1428 -0.3061  0.24

- ΔE to the lowest compared entry with this formula, charge and spin (kcal per mole) = 30.2
- LUMO level (eV) = 1.07
- Kohn-Sham gap (eV) = 9.94
- SMILES string = Oc1cc[nH]n1
- HOMO level (eV) = -8.9
- total charge = 0

=====

(2)
The following is a DFT calculation (wB97M-V/def2-TZVPD) of an isolated molecule of C3H4N2O.

Each line ends with the natural charge from an NBO analysis.
Atoms and positions in Å:
1 N -1.1208 -1.3782 0.5571  -0.81
2 C -0.1686 -0.3866 0.4170  0.50
3 C 1.0201 -0.2014 -0.2312  -0.44
4 C 0.9275 1.1928 -0.5252  -0.02
5 N -0.0168 1.8155 0.1194  -0.14
6 O -0.6777 0.8126 0.8042  -0.33
7 H -1.9481 -0.8705 0.8550  0.39
8 H -1.3352 -1.8621 -0.3119  0.39
9 H 1.8900 -0.8324 -0.3804  0.25
10 H 1.3738 1.6908 -1.3708  0.21

- ΔE to the lowest compared entry with this formula, charge and spin (kcal per mole) = 61.8
- LUMO level (eV) = 0.83
- Kohn-Sham gap (eV) = 9.69
- SMILES string = Nc1ccno1
- HOMO level (eV) = -8.9
- total charge = 0

=====

(3)
The following is a DFT calculation (wB97M-V/def2-TZVPD) of an isolated molecule of C3H4N2O.

Each line ends with the natural charge from an NBO analysis.
Atoms and positions in Å:
1 N 0.8308 0.2686 1.2023  -0.49
2 C 1.2192 -0.6204 0.2019  0.50
3 O 1.1109 -0.4064 -0.9813  -0.54
4 C -1.3865 0.3963 -1.1303  -0.50
5 C -1.0733 0.6574 0.1053  0.33
6 N -0.5054 0.8058 1.1964  -0.28
7 H 1.0581 -0.0385 2.1380  0.38
8 H 1.6016 -1.5837 0.5841  0.11
9 H -1.7562 -0.5814 -1.4160  0.24
10 H -1.0991 1.1023 -1.9006  0.25

- ΔE to the lowest compared entry with this formula, charge and spin (kcal per mole) = 79.0
- LUMO level (eV) = 0.82
- Kohn-Sham gap (eV) = 10.01
- SMILES string = C=C=NNC=O
- HOMO level (eV) = -9.2
- total charge = 0

=====

(4)
The following is a DFT calculation (wB97M-V/def2-TZVPD) of an isolated molecule of C3H4N2O in a non-equilibrium geometry.

Each line ends with the natural charge from an NBO analysis.
Atoms and positions in Å:
1 O 1.7791 -0.8640 -0.5718  -0.68
2 C 0.6569 -0.2011 -0.2119  0.44
3 C 0.0667 0.0174 0.9816  -0.41
4 C -1.0590 0.8314 0.6440  0.02
5 N -1.2057 1.0011 -0.6434  -0.27
6 N -0.1359 0.3265 -1.2436  -0.44
7 H 2.4461 -0.1832 -0.7421  0.50
8 H 0.3760 -0.3646 1.9374  0.24
9 H -1.7614 1.2802 1.3375  0.21
10 H -0.4233 -0.6629 -1.4098  0.40

- ΔE to the lowest compared entry with this formula, charge and spin (kcal per mole) = 55.7
- LUMO level (eV) = 0.61
- Kohn-Sham gap (eV) = 10.27
- SMILES string = Oc1ccn[nH]1
- HOMO level (eV) = -9.7
- total charge = 0

=====

(5)
The following is a DFT calculation (wB97M-V/def2-TZVPD) of an isolated molecule of C3H4N2O in a non-equilibrium geometry.

Each line ends with the natural charge from an NBO analysis.
Atoms and positions in Å:
1 N 1.8444 -0.0259 -0.1302  -0.82
2 C 0.5125 0.2818 -0.1755  0.38
3 C -0.4051 1.1485 0.2960  -0.14
4 N -1.6014 0.4655 0.4864  -0.49
5 C -1.4922 -0.6787 -0.0933  0.35
6 O -0.3297 -0.9460 -0.6601  -0.49
7 H 2.0069 -0.7220 -0.8434  0.39
8 H 2.1930 -0.3468 0.7726  0.39
9 H -0.4345 2.2335 0.4007  0.24
10 H -2.2938 -1.4098 -0.0532  0.19

- ΔE to the lowest compared entry with this formula, charge and spin (kcal per mole) = 43.4
- LUMO level (eV) = 0.83
- Kohn-Sham gap (eV) = 9.56
- SMILES string = Nc1cnco1
- HOMO level (eV) = -8.7
- total charge = 0

=====

(6)
The following is a DFT calculation (wB97M-V/def2-TZVPD) of an isolated molecule of C3H4N2O.

Each line ends with the natural charge from an NBO analysis.
Atoms and positions in Å:
1 N 1.7654 -0.3706 0.2976  -0.80
2 C 0.4153 -0.0304 0.2980  0.41
3 C -0.3624 1.0808 0.2758  -0.20
4 N -1.6472 0.7047 -0.1165  -0.44
5 C -1.5819 -0.5696 -0.2576  0.29
6 O -0.3687 -1.1002 0.0130  -0.43
7 H 1.8542 -0.9847 -0.5093  0.38
8 H 2.3446 0.4406 0.1235  0.38
9 H -0.1027 2.1103 0.4785  0.22
10 H -2.3167 -1.2808 -0.6030  0.19

- ΔE to the lowest compared entry with this formula, charge and spin (kcal per mole) = 24.7
- LUMO level (eV) = 0.83
- Kohn-Sham gap (eV) = 9.33
- SMILES string = Nc1cnco1
- HOMO level (eV) = -8.5
- total charge = 0

=====

(7)
The following is a DFT calculation (wB97M-V/def2-TZVPD) of a structure of composition C3H4N2O.

Each line ends with the natural charge from an NBO analysis.
Atoms and positions in Å:
1 O -0.6720 0.7260 1.8787  -0.64
2 C -0.4748 0.4316 0.5967  0.52
3 C 0.5885 -0.4394 0.0486  -0.28
4 N 0.9216 0.2702 -1.2042  -0.59
5 C -0.4491 -0.1545 -1.3332  0.18
6 N -1.1724 0.7340 -0.4360  -0.53
7 H -1.4644 1.2852 1.9246  0.50
8 H 1.3273 -1.0803 0.5203  0.26
9 H 1.5157 -0.3510 -1.7588  0.36
10 H -0.2378 -1.2708 -0.5740  0.22

- ΔE to the lowest compared entry with this formula, charge and spin (kcal per mole) = 124.9
- LUMO level (eV) = 0.66
- Kohn-Sham gap (eV) = 10.20
- HOMO level (eV) = -9.5
- total charge = 0

=====

(8)
The following is a DFT calculation (wB97M-V/def2-TZVPD) of an isolated molecule of C3H4N2O.

Each line ends with the natural charge from an NBO analysis.
Atoms and positions in Å:
1 O 1.4329 -0.0606 -0.6213  -0.59
2 C 0.6723 -0.2109 0.9068  -0.18
3 C -0.5258 -0.9819 0.5380  -0.06
4 N -1.2678 -0.2751 -0.2834  -0.22
5 N -0.8233 0.9360 -0.6403  -0.39
6 C 0.3839 0.9734 0.0187  0.11
7 H 2.3072 0.1574 -0.2662  0.51
8 H -0.8854 -1.9238 0.9334  0.21
9 H -2.1693 -0.5547 -0.6577  0.42
10 H 0.8753 1.9401 0.0719  0.20

- ΔE to the lowest compared entry with this formula, charge and spin (kcal per mole) = 139.1
- LUMO level (eV) = -0.06
- Kohn-Sham gap (eV) = 8.11
- HOMO level (eV) = -8.2
- total charge = 0

=====

(9)
The following is a DFT calculation (wB97M-V/def2-TZVPD) of an isolated molecule of C3H4N2O in a non-equilibrium geometry.

Each line ends with the natural charge from an NBO analysis.
Atoms and positions in Å:
1 C 0.2091 -0.5166 -1.2967  0.42
2 C 0.4000 -0.1370 0.1495  -0.02
3 C -0.8362 0.4907 0.7366  -0.64
4 N 1.7701 0.2829 0.5805  -0.01
5 N 1.3678 -0.8276 0.8954  -0.05
6 O -0.6562 -0.1715 -2.0049  -0.49
7 H 0.9683 -1.1647 -1.6623  0.10
8 H -0.5145 0.6603 1.8439  0.22
9 H -1.6631 -0.1575 0.5557  0.23
10 H -1.0454 1.5408 0.2025  0.24

- ΔE to the lowest compared entry with this formula, charge and spin (kcal per mole) = 77.4
- LUMO level (eV) = -0.19
- Kohn-Sham gap (eV) = 10.09
- SMILES string = CC1(C=O)N=N1
- HOMO level (eV) = -10.3
- total charge = 0

=====

(10)
The following is a DFT calculation (wB97M-V/def2-TZVPD) of an isolated molecule of C3H4N2O in a non-equilibrium geometry.

Each line ends with the natural charge from an NBO analysis.
Atoms and positions in Å:
1 O -1.7905 -1.3168 0.5503  -0.65
2 C -0.7544 -0.5170 0.2256  0.45
3 N -0.5081 0.5561 0.9458  -0.36
4 N 0.6798 1.0221 0.4764  -0.36
5 C 1.1537 0.2535 -0.5110  0.02
6 C 0.2443 -0.7369 -0.7812  -0.46
7 H -2.1847 -0.9409 1.3550  0.49
8 H 0.9041 1.9935 0.6076  0.41
9 H 2.1011 0.3839 -1.0157  0.22
10 H 0.1547 -0.6976 -1.8527  0.25

- ΔE to the lowest compared entry with this formula, charge and spin (kcal per mole) = 48.0
- LUMO level (eV) = 1.00
- Kohn-Sham gap (eV) = 9.92
- SMILES string = Oc1cc[nH]n1
- HOMO level (eV) = -8.9
- total charge = 0

=====

(11)
The following is a DFT calculation (wB97M-V/def2-TZVPD) of an isolated molecule of C3H4N2O in a non-equilibrium geometry.

Each line ends with the natural charge from an NBO analysis.
Atoms and positions in Å:
1 N -0.2305 -0.3440 1.4037  -0.82
2 C -0.1683 0.7222 0.5712  0.68
3 O -0.3635 1.8692 0.9188  -0.60
4 C 0.1674 0.4371 -0.9029  -0.62
5 C 0.2898 -0.9722 -1.2697  0.27
6 N 0.3895 -2.0988 -1.5153  -0.31
7 H -0.4934 -0.1674 2.3614  0.41
8 H -0.0556 -1.2926 1.1095  0.41
9 H -0.6193 0.9031 -1.5037  0.28
10 H 1.1017 0.9552 -1.1418  0.28

- ΔE to the lowest compared entry with this formula, charge and spin (kcal per mole) = 3.2
- LUMO level (eV) = 0.70
- Kohn-Sham gap (eV) = 11.25
- SMILES string = N#CCC(N)=O
- HOMO level (eV) = -10.6
- total charge = 0

=====

(12)
The following is a DFT calculation (wB97M-V/def2-TZVPD) of a cluster of 2 separate species, C3H4N2O in total in a non-equilibrium geometry.

Each line ends with the natural charge from an NBO analysis.
Atoms and positions in Å:
1 O -1.9582 1.3379 -0.6684  -0.47
2 C -1.1333 0.6515 -0.2133  0.90
3 N -0.3615 -0.1618 0.2610  -0.57
4 C 1.0092 0.0854 0.6314  -0.31
5 C 1.8443 0.3211 -0.5584  0.25
6 N 2.4624 0.5224 -1.5133  -0.29
7 H -2.7046 -1.2222 -0.5787  -0.01
8 H -2.0938 -1.5391 -0.2993  0.01
9 H 1.0681 0.9572 1.2886  0.24
10 H 1.3902 -0.7792 1.1770  0.25

- ΔE to the lowest compared entry with this formula, charge and spin (kcal per mole) = 48.3
- LUMO level (eV) = 0.39
- Kohn-Sham gap (eV) = 11.68
- SMILES string = N#CCN=C=O.[H][H]
- HOMO level (eV) = -11.3
- total charge = 0

=====

(13)
The following is a DFT calculation (wB97M-V/def2-TZVPD) of a cluster of 2 separate species, C3H4N2O in total.

Each line ends with the natural charge from an NBO analysis.
Atoms and positions in Å:
1 O 2.0565 -0.2510 0.2564  -0.67
2 C 1.2162 -1.0775 -0.3024  0.33
3 C 0.4431 -1.8459 -0.8178  -0.45
4 N -1.9942 0.3599 0.6879  -0.68
5 C -0.9916 1.0204 0.4962  0.69
6 N 0.0461 1.6917 0.4746  -0.80
7 H 1.5579 0.5672 0.4892  0.52
8 H -0.2014 -2.5542 -1.2852  0.24
9 H -2.1692 -0.4424 0.0942  0.41
10 H 0.0368 2.5319 -0.0930  0.41

- ΔE to the lowest compared entry with this formula, charge and spin (kcal per mole) = 77.1
- LUMO level (eV) = 0.67
- Kohn-Sham gap (eV) = 10.05
- SMILES string = N=C=N.C#CO
- HOMO level (eV) = -9.4
- total charge = 0

=====

(14)
The following is a DFT calculation (wB97M-V/def2-TZVPD) of a cluster of 2 separate species, C3H4N2O in total in a non-equilibrium geometry.

Each line ends with the natural charge from an NBO analysis.
Atoms and positions in Å:
1 C -2.3785 -0.7828 1.2851  0.10
2 C 0.6216 0.8823 0.9464  0.24
3 C 0.4287 0.3714 -0.4388  0.01
4 N -1.8659 -1.2463 0.3877  -0.33
5 N 1.4670 0.4915 -1.2759  -0.85
6 O 1.0276 -0.2975 0.7684  -0.43
7 H -2.3716 -0.3481 2.2493  0.24
8 H -0.5747 -0.1581 -0.7156  0.23
9 H 2.0347 1.3167 -1.2618  0.39
10 H 1.6111 -0.2289 -1.9448  0.39

- ΔE to the lowest compared entry with this formula, charge and spin (kcal per mole) = 124.3
- LUMO level (eV) = 0.88
- Kohn-Sham gap (eV) = 9.48
- HOMO level (eV) = -8.6
- total charge = 0

=====

(15)
The following is a DFT calculation (wB97M-V/def2-TZVPD) of an isolated molecule of C3H4N2O.

Each line ends with the natural charge from an NBO analysis.
Atoms and positions in Å:
1 O 0.3383 -2.0701 0.8499  -0.68
2 C 0.1718 -0.8903 0.1959  0.40
3 N -0.6463 -0.7438 -0.8322  -0.31
4 N -0.5320 0.5612 -1.1427  -0.33
5 C 0.3196 1.2317 -0.3337  -0.04
6 C 0.8108 0.3117 0.5601  -0.39
7 H 0.6875 -2.7250 0.2394  0.49
8 H -1.0920 0.9355 -1.8911  0.41
9 H 0.5211 2.2859 -0.4618  0.22
10 H 1.5252 0.4445 1.3574  0.24

- ΔE to the lowest compared entry with this formula, charge and spin (kcal per mole) = 24.3
- LUMO level (eV) = 1.01
- Kohn-Sham gap (eV) = 10.29
- SMILES string = Oc1cc[nH]n1
- HOMO level (eV) = -9.3
- total charge = 0

=====

(16)
The following is a DFT calculation (wB97M-V/def2-TZVPD) of a structure of composition C3H4N2O.

Each line ends with the natural charge from an NBO analysis.
Atoms and positions in Å:
1 O 1.4409 0.2017 1.4486  -0.67
2 C 0.4253 0.1951 0.5424  0.23
3 C 0.4488 -0.1911 -0.8104  -0.34
4 C -0.8874 -0.2810 -1.1414  -0.03
5 N -1.6953 0.0326 -0.1038  -0.26
6 N -0.9523 0.2741 0.9635  -0.25
7 H 1.4057 -0.6246 1.9491  0.49
8 H 1.3250 -0.3658 -1.4172  0.24
9 H -1.3261 -0.5349 -2.0994  0.21
10 H -0.1847 1.2939 0.6686  0.37

- ΔE to the lowest compared entry with this formula, charge and spin (kcal per mole) = 82.5
- LUMO level (eV) = 0.36
- Kohn-Sham gap (eV) = 10.43
- HOMO level (eV) = -10.1
- total charge = 0

=====

(17)
The following is a DFT calculation (wB97M-V/def2-TZVPD) of an isolated molecule of C3H4N2O in a non-equilibrium geometry.

Each line ends with the natural charge from an NBO analysis.
Atoms and positions in Å:
1 C -0.3353 1.0630 0.0893  0.12
2 C -1.1773 -1.1496 0.1258  -0.17
3 C 1.0587 0.5985 -0.2447  0.05
4 N -1.1931 0.1930 0.2993  -0.36
5 N 1.2108 -0.6963 -0.6197  -0.07
6 O 1.7953 -0.2456 0.5835  -0.35
7 H -0.2672 2.1643 0.1127  0.20
8 H -0.8794 -1.7532 0.9414  0.20
9 H -1.8361 -1.6027 -0.6783  0.21
10 H 1.6236 1.4285 -0.6093  0.16

- ΔE to the lowest compared entry with this formula, charge and spin (kcal per mole) = 158.6
- LUMO level (spin up / spin down) (eV) = -0.10 / 0.25
- Kohn-Sham gap (spin up / spin down) (eV) = 7.23 / 9.36
- HOMO level (spin up / spin down) (eV) = -7.3 / -9.1
- total charge = 0

=====

(18)
The following is a DFT calculation (wB97M-V/def2-TZVPD) of an isolated molecule of C3H4N2O in a non-equilibrium geometry.

Each line ends with the natural charge from an NBO analysis.
Atoms and positions in Å:
1 N -0.0607 -1.5647 0.2775  -0.71
2 C -1.0181 -0.9547 -0.2693  0.40
3 O -0.8910 0.3638 -0.6134  -0.48
4 C 0.4349 0.8073 -0.5021  -0.16
5 C 0.7991 1.8636 0.4344  0.16
6 N 0.9971 2.7218 1.2022  -0.32
7 H -0.2877 -2.5182 0.5273  0.37
8 H -2.0154 -1.3362 -0.5094  0.18
9 H 1.0743 0.2067 -1.1366  0.25
10 H 0.9674 0.4107 0.5893  0.31

- ΔE to the lowest compared entry with this formula, charge and spin (kcal per mole) = 88.9
- LUMO level (eV) = 0.70
- Kohn-Sham gap (eV) = 10.55
- SMILES string = [H]/N=C/OCC#N
- HOMO level (eV) = -9.8
- total charge = 0

=====

(19)
The following is a DFT calculation (wB97M-V/def2-TZVPD) of an isolated molecule of C3H4N2O.

Each line ends with the natural charge from an NBO analysis.
Atoms and positions in Å:
1 O -1.3842 0.2773 1.4931  -0.63
2 C -0.3801 0.4952 0.6492  0.34
3 C 0.2685 1.2673 -0.1619  -0.30
4 C 0.8621 -0.0888 0.1122  -0.16
5 N 0.8286 -1.1434 -0.9017  -0.13
6 N -0.3084 -1.6161 -1.0363  -0.34
7 H -1.8713 1.1076 1.5776  0.49
8 H 0.4420 2.2105 -0.6530  0.23
9 H 1.7854 -0.1725 0.6927  0.18
10 H -0.2425 -2.3371 -1.7718  0.31

- ΔE to the lowest compared entry with this formula, charge and spin (kcal per mole) = 104.2
- LUMO level (eV) = 0.64
- Kohn-Sham gap (eV) = 9.51
- SMILES string = [H]/N=N/[C@H]1C=C1O
- HOMO level (eV) = -8.9
- total charge = 0

=====

(20)
The following is a DFT calculation (wB97M-V/def2-TZVPD) of an isolated molecule of C3H4N2O in a non-equilibrium geometry.

Each line ends with the natural charge from an NBO analysis.
Atoms and positions in Å:
1 O -1.3149 -1.0519 1.2534  -0.65
2 C -0.4397 -0.4267 0.4370  0.25
3 C 0.4853 0.6203 0.6504  -0.30
4 N 1.1074 0.6927 -0.5832  -0.29
5 N 0.6235 -0.0687 -1.5238  -0.20
6 C -0.3237 -0.7828 -0.9063  -0.15
7 H -1.2306 -0.7172 2.1489  0.49
8 H 0.2135 1.6762 0.6342  0.24
9 H 1.9100 1.2828 -0.7261  0.40
10 H -0.9309 -1.5059 -1.4197  0.22

- ΔE to the lowest compared entry with this formula, charge and spin (kcal per mole) = 63.2
- LUMO level (eV) = 0.85
- Kohn-Sham gap (eV) = 9.68
- SMILES string = Oc1cn[nH]c1
- HOMO level (eV) = -8.8
- total charge = 0